Entry 1:
A structure of composition C24H66BaF9O18 at a distorted geometry. Source: OMol25; level of theory: ωB97M-V/def2-TZVPD.

Structure (XYZ):
```
118
C24H66BaF9O18, DFT ωB97M-V/def2-TZVPD
Ba 3.27713 0.84776 -0.53661
C 1.43086 -0.24713 -3.70205
O 2.21901 -1.47918 -3.85079
O 2.15116 0.65256 -3.10929
C 0.95570 0.20308 -5.09389
F 0.61415 1.48921 -5.10861
F 1.88313 0.02918 -6.04918
F -0.13504 -0.49413 -5.50369
C 1.53940 -2.66159 -4.23631
C 2.53778 -3.81544 -4.22792
H 3.47065 -3.48666 -4.68387
H 2.72621 -4.11348 -3.19402
H 2.16738 -4.68576 -4.76909
H 1.15219 -2.54740 -5.25481
H 0.68653 -2.87812 -3.58154
H 0.52355 -0.53785 -3.12359
C 3.94434 0.33474 2.77898
O 4.06197 1.57267 2.05374
O 3.80278 -0.63886 1.86653
C 5.09810 0.27244 3.79249
F 4.83115 1.00438 4.89357
F 5.33354 -0.98503 4.19136
F 6.26191 0.73861 3.28092
C 3.60541 2.73459 2.71395
C 3.66003 3.88718 1.71922
H 2.98981 3.71898 0.87155
H 3.38639 4.82150 2.20871
H 4.67712 4.03242 1.34136
H 4.25890 2.99186 3.55388
H 2.58608 2.67621 3.10411
H 2.99714 0.31832 3.35284
C 0.08296 0.77728 0.45820
O 0.82091 -0.29038 -0.16692
O 0.84516 1.87641 0.43964
C -1.31742 0.91786 -0.15291
F -2.18533 0.11318 0.51030
F -1.79584 2.16367 -0.00849
F -1.39384 0.61784 -1.45273
C 0.35770 -1.61060 0.12110
C 1.36904 -2.59524 -0.42056
H 1.03938 -3.60374 -0.16438
H 1.50430 -2.48837 -1.50237
H 2.38047 -2.45379 -0.02935
H -0.65202 -1.76967 -0.25797
H 0.37883 -1.75036 1.20835
H -0.04358 0.43160 1.50270
C -0.87081 4.42669 2.10655
O 0.43587 3.97475 2.38595
H -0.90288 5.05779 1.20630
H -1.56709 3.61623 1.87772
H -1.22753 5.03642 2.93404
H 0.68503 3.32890 1.69805
C 0.16529 -6.43634 -1.95870
O -1.00958 -6.39414 -2.75056
H -0.02795 -6.13072 -0.92965
H 0.55600 -7.45696 -1.92573
H 0.92375 -5.71840 -2.28754
H -0.73594 -6.34833 -3.66966
C -1.37971 -2.08437 3.43002
O -0.63172 -3.24246 3.11215
H -2.43721 -2.32922 3.34961
H -1.08588 -1.67160 4.39816
H -1.22547 -1.28328 2.68817
H 0.31684 -3.02367 3.15282
C 0.04766 3.75399 -2.61785
O 0.07048 4.26546 -1.29686
H 0.19177 4.55482 -3.33963
H 0.77588 2.95257 -2.74252
H -0.93854 3.30550 -2.81167
H 0.28457 3.57908 -0.64403
C -5.39519 1.10491 -0.83051
O -6.50459 0.26512 -0.55984
H -4.46673 0.72676 -0.40360
H -5.21798 1.23011 -1.90432
H -5.52606 2.10045 -0.39449
H -7.30548 0.79231 -0.56796
C -4.25796 -2.57254 0.03408
O -5.57376 -2.34153 0.53207
H -3.51242 -2.15266 0.71495
H -4.09810 -3.64656 -0.03918
H -4.14708 -2.11942 -0.95481
H -5.90604 -1.51991 0.15218
C 4.96727 -2.51536 -2.05975
O 4.18716 -1.33526 -2.03039
H 5.09873 -2.84048 -3.09801
H 5.94844 -2.33349 -1.63134
H 4.45390 -3.35562 -1.58004
H 3.55922 -1.28996 -2.78930
C -3.23733 0.32587 -4.12343
O -4.07656 0.52979 -5.25885
H -2.30943 -0.14932 -4.43688
H -2.94754 1.28409 -3.68220
H -3.71104 -0.31528 -3.37830
H -4.98161 0.40776 -4.96497
C 0.53451 1.31498 4.53442
O 0.31552 2.67939 4.84310
H 0.61758 1.13409 3.45687
H 1.42415 0.95111 5.05276
H -0.32904 0.72641 4.86613
H 0.34966 3.20790 4.02764
C 2.79855 -3.15777 4.15444
O 1.98780 -2.36790 3.30682
H 3.33028 -3.96479 3.63757
H 3.55021 -2.53421 4.64381
H 2.17338 -3.62092 4.91732
H 2.56647 -1.89360 2.67913
C -3.58291 1.48230 3.15609
O -4.50308 1.38263 4.23178
H -2.67747 2.03758 3.41677
H -3.27945 0.47335 2.87744
H -4.05721 1.90297 2.26244
H -4.83390 2.26349 4.42395
C -3.31601 4.46226 -1.33881
O -4.46836 5.23633 -0.95438
H -2.93212 4.85900 -2.27734
H -2.55517 4.42623 -0.57020
H -3.69696 3.44581 -1.48740
H -4.95426 5.45012 -1.75313
```

Values from the calculation:
- E_HOMO (eV) = -6.48
- charge = -1
- orbital gap (eV) = 8.19
- LUMO (hartree) = 0.06281
- strongest force on any atom (eV/Å) = 2.412
- energy relative to the best compared isomer or geometry (same formula, charge and spin) (kcal/mol) = 0.0
- total energy (a.u.) = -3232.701679

Entry 2:
A structure of composition C24H66Be2N4O13 at a distorted geometry. Source: OMol25; level of theory: ωB97M-V/def2-TZVPD.

Structure (XYZ):
```
109
C24H66Be2N4O13, DFT ωB97M-V/def2-TZVPD
Be 1.41553 1.07519 -1.21022
Be -1.62225 1.97726 -0.70326
O -0.11379 2.30590 -1.17177
C 0.70903 3.56360 -0.56021
C 2.11044 3.52548 -1.31384
O 2.35469 2.15309 -1.38929
H 0.77261 3.22370 0.45837
H -0.12917 4.27984 -0.60564
H 2.90395 4.13579 -0.87979
H 2.02508 3.91538 -2.31346
O -3.12075 1.15428 -0.95439
C -3.89128 1.63461 0.17931
C -3.14300 2.85615 0.96819
O -1.71207 2.78460 0.74215
H -3.95815 0.75372 0.90745
H -4.86262 2.13282 0.00585
H -3.41508 2.84995 2.06859
H -3.46106 3.74700 0.24310
O -2.43322 -1.61498 -6.07960
H -2.38392 -0.77255 -6.55870
H -3.36867 -1.62287 -5.97173
C 5.96825 -2.73434 -2.94283
C 4.52377 -2.59537 -2.58234
C 4.43117 -2.56932 -1.07608
O 5.17336 -3.61637 -0.47438
C 4.48871 -4.87286 -0.44716
N 4.05291 -1.35824 -3.24614
H 6.09293 -2.62221 -3.96211
H 6.47026 -3.71715 -2.60975
H 6.53356 -1.97537 -2.38832
H 3.96003 -3.39442 -3.02833
H 3.33539 -2.52784 -0.76264
H 4.86861 -1.69333 -0.62130
H 4.71028 -5.49658 -1.31427
H 3.39477 -4.66490 -0.24461
H 4.94945 -5.42816 0.35927
H 4.65717 -1.30470 -4.10990
H 4.40095 -0.63989 -2.61884
C -2.00137 0.86738 5.28193
C -2.41880 -0.53920 4.80714
C -3.53017 -0.53127 3.78029
O -4.05858 -1.84145 3.69081
C -5.21823 -2.06849 2.99289
N -1.32411 -1.30257 4.22353
H -2.53770 1.16884 6.18561
H -2.13845 1.60433 4.50659
H -0.95541 0.77771 5.41663
H -2.84004 -0.97133 5.71734
H -3.13332 -0.20540 2.81006
H -4.35708 0.13784 4.12135
H -5.19762 -3.11300 2.74561
H -5.27376 -1.44801 2.06426
H -6.12882 -1.78728 3.53240
H -1.69118 -2.24831 4.05727
H -0.62187 -1.29863 4.93789
C 2.25405 0.59476 2.32117
C 2.27365 -0.47515 1.19716
C 2.20431 -1.82943 1.81048
O 1.56702 -2.77176 0.97177
C 1.30079 -4.05732 1.45999
N 1.19981 -0.12539 0.20421
H 2.37817 1.66030 2.15046
H 3.03724 0.37235 3.05293
H 1.31740 0.72418 2.86101
H 3.20862 -0.43514 0.54374
H 1.56073 -1.75123 2.71334
H 3.22582 -2.20732 2.09426
H 0.69374 -4.70035 0.84007
H 0.81363 -3.96016 2.41433
H 2.24872 -4.58344 1.75540
H 0.38227 0.16778 0.80280
H 0.86473 -1.00159 -0.22217
C 0.64850 -2.17323 -3.44911
C 0.03376 -0.85053 -3.12752
C -1.16963 -1.05822 -2.17803
O -0.98925 -1.83526 -1.00309
C -2.11424 -2.36638 -0.33193
N 1.12690 0.07304 -2.55612
H 1.35230 -2.58157 -2.66963
H 1.17780 -2.33576 -4.36812
H -0.11596 -2.89878 -3.42924
H -0.43467 -0.39308 -3.92836
H -1.96300 -1.55507 -2.76325
H -1.61762 -0.08341 -1.91762
H -2.92143 -1.55436 -0.19355
H -1.77025 -2.60589 0.67841
H -2.46745 -3.32752 -0.76700
H 1.93603 -0.48696 -2.68317
H 1.22730 0.70029 -3.39344
C 0.71048 5.27523 3.40751
C -0.12616 4.01251 3.42678
O -0.76589 4.20512 4.70837
O 1.77301 5.21407 4.39035
H 0.04378 6.17880 3.47305
H 1.28079 5.28338 2.45619
H 0.47893 3.13731 3.28569
H -0.80871 4.06973 2.60593
H -1.51707 3.60186 4.79215
H 1.40553 4.65905 5.10733
C -2.57405 1.56868 -4.17176
C -3.33928 2.73494 -3.63088
O -2.94520 3.91128 -4.36898
O -2.49354 1.53413 -5.58472
H -3.01001 0.62723 -3.83082
H -1.52866 1.54282 -3.74741
H -3.16342 2.77156 -2.60372
H -4.40573 2.52787 -3.86233
H -2.84005 4.56236 -3.63769
H -1.90594 2.24560 -5.76828
```

Values from the calculation:
- E_HOMO (eV) = -8.10
- charge = 0
- orbital gap (eV) = 8.45
- LUMO (hartree) = 0.01264
- strongest force on any atom (eV/Å) = 4.078
- total energy (a.u.) = -2180.647834

Entry 3:
A structure of composition C24H66BeN7O9 at a distorted geometry. Source: OMol25; level of theory: ωB97M-V/def2-TZVPD.

Structure (XYZ):
```
107
C24H66BeN7O9, DFT ωB97M-V/def2-TZVPD
Be 3.28045 -0.29386 -1.44373
N -0.05680 -0.08875 -0.12600
O 0.21994 0.71355 0.75138
O -1.08935 -0.70767 -0.11266
O 0.81755 -0.32151 -0.98203
C -0.43032 -3.11540 4.84571
C -1.11495 -3.22611 3.45404
C -2.58454 -3.83987 3.56851
O -2.48424 -5.25196 3.93662
C -3.60615 -5.99678 3.76908
N -0.98423 -1.85780 2.93903
H -0.36452 -4.08654 5.33627
H -1.00954 -2.46905 5.50513
H 0.55664 -2.66424 4.74348
H -0.47242 -3.90473 2.89304
H -3.12686 -3.69937 2.63350
H -3.11786 -3.35023 4.38332
H -4.42559 -5.57334 4.34989
H -3.44982 -7.06852 3.89172
H -3.87569 -6.00811 2.71300
H -1.56650 -1.23032 3.47506
H -1.32812 -1.71005 2.00094
C -0.34632 4.71679 0.80302
C 0.46237 4.30801 2.02572
C -0.40370 3.57500 3.13738
O -1.61918 4.29791 3.42754
C -2.51893 3.53885 4.23947
N 1.50834 3.43245 1.56095
H -0.62537 3.83689 0.22335
H 0.20292 5.39645 0.15148
H -1.23126 5.23803 1.16810
H 0.87667 5.22476 2.44527
H 0.20329 3.33907 4.01145
H -0.68060 2.58994 2.76178
H -3.51358 3.97740 4.15922
H -2.22488 3.56359 5.28876
H -2.64072 2.49012 3.96847
H 1.96980 3.28467 2.44713
H 1.06649 2.53608 1.41466
C 2.10553 4.32831 -2.08624
C 2.40425 2.84549 -2.41880
C 3.73642 2.67079 -3.22732
O 4.12341 1.35431 -3.31989
C 5.18379 1.23458 -4.25164
N 2.44563 2.23182 -1.12522
H 1.12742 4.47622 -1.62850
H 2.05845 4.91751 -3.00205
H 2.85980 4.82756 -1.47803
H 1.56442 2.42971 -2.97549
H 4.53722 3.19328 -2.70405
H 3.65453 3.07931 -4.23455
H 4.79935 1.29417 -5.26985
H 5.54477 0.21238 -4.13807
H 6.01567 1.93642 -4.19258
H 2.91548 2.92395 -0.55926
H 1.57094 2.05824 -0.65099
C -3.25013 2.66885 0.78954
C -4.47691 2.20825 -0.01588
C -4.66833 0.67233 -0.31198
O -4.76091 -0.02522 0.96546
C -4.60352 -1.47373 0.74968
N -5.64524 2.71032 0.68022
H -3.35859 2.27325 1.79941
H -3.18366 3.75621 0.75322
H -2.35085 2.22116 0.36648
H -4.52212 2.63766 -1.01671
H -3.80310 0.33298 -0.88146
H -5.47514 0.47782 -1.01861
H -3.58679 -1.64928 0.39819
H -5.38569 -1.91514 0.13205
H -4.66997 -1.90154 1.75001
H -5.62530 2.32154 1.61217
H -6.43163 2.16375 0.35935
C 1.59330 0.39296 -5.76133
C 1.21253 -0.65842 -4.72483
C 0.53655 -1.91251 -5.42556
O 0.29724 -2.97173 -4.46406
C -0.68003 -2.59257 -3.46908
N 2.35262 -1.00402 -3.94178
H 0.70429 0.61428 -6.35190
H 2.36886 0.01952 -6.43002
H 1.96786 1.32589 -5.34010
H 0.40265 -0.19414 -4.16211
H 1.03720 -2.29687 -6.31422
H -0.43544 -1.69722 -5.86939
H -0.97180 -3.48973 -2.92312
H -1.60053 -2.30352 -3.97627
H -0.30843 -1.89005 -2.72311
H 2.13760 -1.97206 -3.75005
H 3.06430 -1.18588 -4.63499
C 2.97931 -2.08314 2.96042
C 3.24956 -1.95236 1.46511
C 2.35817 -2.84685 0.59178
O 2.71044 -2.64757 -0.75468
C 2.32486 -3.71041 -1.60277
N 2.97923 -0.53361 1.15766
H 2.08122 -1.61641 3.36500
H 3.73984 -1.52539 3.50688
H 2.98925 -3.14630 3.20061
H 4.30557 -2.15739 1.28931
H 1.32251 -2.60138 0.82683
H 2.35400 -3.90431 0.85612
H 2.77969 -4.64423 -1.27229
H 2.58104 -3.57017 -2.65291
H 1.25522 -3.84394 -1.44113
H 1.97394 -0.43700 1.14493
H 3.21552 -0.05159 2.01319
```

Values from the calculation:
- E_HOMO (eV) = -10.57
- charge = +1
- orbital gap (eV) = 5.01
- LUMO (hartree) = -0.20428
- strongest force on any atom (eV/Å) = 3.588
- total energy (a.u.) = -2028.646708

Entry 4:
A structure of composition C24H66BrN6O6 at a distorted geometry. Source: OMol25; level of theory: ωB97M-V/def2-TZVPD.

Structure (XYZ):
```
103
C24H66BrN6O6, DFT ωB97M-V/def2-TZVPD
Br -14.97877 20.20022 -21.88682
C -14.58037 22.72659 -19.93275
C -14.21271 23.33976 -21.32110
C -13.30896 24.58876 -21.13610
O -14.16013 25.75259 -20.85240
C -13.43025 26.94160 -20.74469
N -13.50945 22.35574 -22.11568
H -15.16198 23.49671 -19.42603
H -13.62080 22.53277 -19.45340
H -15.17266 21.81736 -20.03570
H -15.07556 23.57662 -21.94356
H -12.81223 24.79203 -22.08479
H -12.53265 24.45409 -20.38290
H -12.73129 27.01441 -21.57790
H -12.77551 26.99063 -19.87463
H -14.00187 27.86899 -20.78075
H -13.99302 21.47081 -22.17182
H -13.55822 22.75764 -23.04100
C -16.58915 18.59742 -25.36729
C -15.94906 17.71630 -24.32060
C -14.36966 17.81383 -24.32365
O -13.84520 17.26007 -25.56948
C -12.46903 17.01839 -25.58307
N -16.49037 18.08888 -23.01089
H -16.23085 19.62617 -25.32983
H -17.67073 18.66990 -25.25310
H -16.41247 18.17773 -26.35762
H -16.26947 16.69296 -24.51605
H -14.02184 17.25729 -23.45336
H -14.14178 18.87314 -24.20521
H -12.19322 16.29763 -24.81331
H -12.03610 18.00894 -25.44349
H -12.21760 16.50974 -26.51375
H -16.17315 19.00090 -22.71479
H -17.49498 18.15318 -23.09290
C -11.84457 19.79836 -23.92578
C -11.87286 18.66778 -22.84607
C -10.54756 18.04254 -22.37382
O -9.74079 17.61970 -23.43295
C -8.47112 17.11713 -23.10991
N -12.47451 19.33857 -21.67089
H -11.50221 19.40903 -24.88460
H -11.26269 20.68979 -23.69153
H -12.84922 20.11149 -24.20988
H -12.51148 17.86132 -23.20651
H -10.80656 17.19339 -21.74140
H -9.98169 18.74595 -21.76300
H -8.20383 16.40535 -23.89097
H -8.46300 16.58401 -22.15924
H -7.80627 17.98087 -23.10880
H -13.45472 19.57662 -21.72204
H -12.59087 18.72719 -20.87542
C -12.44916 19.30227 -17.65459
C -12.86668 19.45485 -19.12407
C -13.56308 18.17757 -19.68655
O -12.41982 17.33533 -19.88345
C -12.58724 16.05442 -20.56062
N -13.80936 20.53015 -19.14162
H -11.73972 18.48536 -17.52249
H -13.34655 19.04009 -17.09419
H -11.93814 20.21422 -17.34587
H -11.98239 19.81957 -19.64667
H -14.09600 18.25558 -20.63418
H -14.27969 17.80014 -18.95708
H -13.25219 16.15456 -21.41847
H -13.06788 15.30272 -19.93447
H -11.61257 15.78730 -20.96899
H -13.30567 21.38098 -18.93551
H -14.20781 20.58225 -20.06824
C -16.81788 21.70068 -19.85746
C -16.23663 20.71287 -18.88138
C -16.76646 20.51877 -17.44143
O -16.45015 21.64131 -16.64563
C -16.91518 21.44394 -15.28430
N -15.98552 19.45943 -19.57137
H -16.63774 22.76063 -19.67820
H -17.90698 21.66428 -19.88227
H -16.49082 21.61541 -20.89374
H -15.19069 21.00204 -18.77891
H -16.30820 19.69363 -16.89621
H -17.83203 20.30194 -17.51658
H -17.97787 21.21470 -15.20550
H -16.71839 22.34571 -14.70449
H -16.46746 20.59997 -14.75956
H -16.19465 19.51174 -20.55810
H -14.98596 19.31780 -19.60143
C -17.92190 23.71257 -23.27295
C -17.25990 22.31517 -23.14250
C -17.23791 21.55966 -24.50024
O -18.53085 21.27541 -25.07382
C -19.18148 20.15619 -24.47791
N -15.88384 22.56463 -22.67602
H -18.98650 23.57029 -23.45867
H -17.48459 24.18035 -24.15502
H -17.78666 24.40932 -22.44569
H -17.63629 21.66149 -22.35566
H -16.77816 20.59083 -24.30508
H -16.64557 22.02018 -25.29090
H -18.57775 19.24866 -24.48189
H -20.11143 19.95384 -25.00926
H -19.39109 20.42786 -23.44333
H -15.45822 21.73814 -22.28126
H -16.03049 23.06182 -21.80918
```

Values from the calculation:
- E_HOMO (eV) = -4.71
- charge = -1
- orbital gap (eV) = 7.43
- LUMO (hartree) = 0.10020
- strongest force on any atom (eV/Å) = 6.031
- total energy (a.u.) = -4307.334333

Which of these has the highest strongest force on any atom?
C24H66BrN6O6

Look up the total energy of the first one.
-3232.701679 a.u.

Which of these has the highest charge?
C24H66BeN7O9

What is the formula in the third record?
C24H66BeN7O9